This record from the Open Molecules 2025 dataset describes a cluster of 10 separate species, C33H59Cl18F10N4O4P2 in total. The level of theory is the ωB97M-V functional and the def2-TZVPD basis.

Structure (XYZ):
```
130
Properties=species:S:1:pos:R:3:mulliken_charge:R:1
Cl -2.789 -1.303 1.498 0.0438
Cl 3.370 -3.937 -4.547 -0.1030
Cl -0.920 5.496 -9.116 -0.1734
Cl 6.904 -1.557 -0.386 -0.1619
Cl 3.418 4.028 10.020 -0.1856
Cl 0.500 1.845 6.810 -0.1387
Cl -3.363 -3.973 -0.589 -0.0367
Cl 0.824 6.033 9.101 -0.1906
Cl -2.103 0.322 4.361 -0.1183
Cl -0.609 2.684 -7.239 -0.0848
Cl -5.100 2.749 6.779 -0.1825
Cl -2.065 -5.107 4.168 -0.1679
Cl -1.276 -6.645 -0.445 -0.1722
Cl 6.296 -3.181 -6.059 -0.1783
Cl -1.923 3.578 5.917 -0.0521
Cl 4.294 -0.349 1.410 0.0581
Cl -5.161 -6.082 3.109 -0.1630
Cl 2.376 0.988 4.103 -0.1863
P 2.779 -0.386 -1.439 0.1302
P -0.183 -2.388 -3.289 0.9051
F -2.256 2.065 0.081 -0.1776
F -4.489 0.697 -3.653 -0.3103
F -1.963 -0.022 -4.420 -0.2542
F -2.984 -1.095 -2.823 -0.2200
F 1.130 -1.092 1.319 -0.5044
F -3.004 2.257 -3.786 -0.2238
F -4.014 0.529 -0.839 -0.1398
F -5.114 2.146 -1.768 -0.3347
F -3.837 3.514 -0.202 -0.3071
F -2.219 3.392 -1.640 -0.2718
O 1.999 0.798 -6.281 -0.5155
O 3.724 -0.701 -4.703 -0.1979
O 1.690 -0.680 -3.914 -0.2247
O 2.769 2.618 -5.312 -0.5984
N -0.388 1.503 -2.345 0.5658
N -1.310 -3.390 -2.872 -0.8032
N 3.076 -1.273 -3.961 0.2036
N 2.907 -1.888 -1.057 -0.7288
C 0.732 1.695 -4.415 -2.1944
C -3.663 0.322 3.499 -0.3974
C -3.926 -1.005 2.838 -0.7384
C 3.043 3.011 -0.101 -1.4203
C -3.886 1.619 -1.625 0.5666
C 6.030 -0.070 1.733 -0.6220
C -2.333 0.039 -3.114 0.1819
C -2.726 -6.367 0.554 -0.1312
C 5.711 -4.810 -5.634 -0.4024
C 1.741 3.949 10.617 -0.4279
C 1.310 -0.158 -2.629 0.7585
C 0.232 -0.570 0.434 1.0496
C -0.025 -0.892 -2.128 0.5358
C -0.040 2.921 -8.918 -0.5043
C 1.957 2.433 -2.395 -1.1819
C -3.811 -5.658 -0.211 -0.5058
C 1.451 -0.115 5.157 -0.4160
C 0.989 1.362 -2.927 0.4700
C -3.400 1.202 -3.046 0.6489
C -3.026 2.675 -0.840 0.6321
C -3.423 4.140 5.141 -0.3536
C 0.742 4.311 9.550 0.0802
C -3.548 -5.232 5.151 -0.3675
C 0.181 0.517 5.666 -0.4699
C 1.940 1.750 -5.342 -0.2212
C 0.426 4.332 -9.159 -0.4297
C -4.436 -6.368 4.715 -0.5163
C -4.546 4.314 6.128 -0.4594
C 1.746 2.928 -0.947 -0.6104
C 6.831 0.006 0.460 -0.4419
C -1.132 0.202 -2.198 -0.2330
C 4.217 -4.921 -5.775 -0.5400
C -0.049 -1.521 -0.731 -1.8836
H -4.718 -5.619 0.387 0.1660
H -1.046 -1.919 -0.563 0.4814
H 6.412 0.737 -0.227 0.1960
H -4.038 -6.163 -1.147 0.3583
H 1.160 4.639 -8.420 0.2956
H -0.410 -0.227 6.197 0.3759
H -2.426 -5.803 1.431 -0.0097
H 0.577 0.394 0.060 -0.5892
H -3.647 1.132 2.774 0.0097
H 1.016 2.363 -0.372 -0.0102
H 3.905 -5.954 -5.631 0.3067
H 1.063 -3.028 -3.250 0.0140
H -3.234 -5.389 6.181 0.3386
H 2.985 2.145 -2.555 0.7774
H -3.197 5.093 4.665 0.3294
H 2.102 -0.417 5.973 0.4287
H 0.246 2.659 -4.500 1.4017
H -0.853 2.647 -9.583 0.4003
H 3.920 0.172 -2.046 0.2197
H 7.854 0.298 0.691 0.4000
H 1.363 3.939 -0.997 0.8913
H -4.439 0.532 4.235 0.4800
H 6.194 -5.512 -6.310 0.3309
H -3.083 -7.342 0.878 0.3518
H 6.375 -0.871 2.380 0.3734
H 2.899 2.473 0.826 0.2555
H 1.660 4.609 11.476 0.3402
H -0.680 -0.380 0.993 -0.3341
H 6.031 -5.028 -4.619 0.3065
H -1.585 0.248 -1.214 -0.0951
H -5.258 -6.476 5.420 0.3572
H -0.445 1.981 -1.443 0.5739
H -3.690 3.422 4.368 0.0873
H -0.421 -1.924 -4.597 -0.0615
H 0.035 0.966 -4.821 0.7377
H -3.827 -1.827 3.541 0.1935
H 1.209 -0.995 4.562 0.2255
H 3.860 2.523 -0.620 0.2928
H -1.809 -3.061 -2.052 -0.1655
H 3.883 -4.594 -6.756 0.3183
H 2.783 -2.032 -0.068 0.3462
H 0.898 3.723 8.650 -0.1840
H -0.964 2.100 -2.949 0.7460
H 3.294 4.040 0.090 0.3432
H 1.568 2.927 10.947 0.2987
H 6.109 0.870 2.275 0.2952
H 2.481 0.404 -0.326 -0.0379
H 0.595 -2.387 -0.715 0.9701
H 0.785 2.227 -9.072 0.2442
H 1.405 0.074 -6.062 0.4503
H -4.247 4.941 6.964 0.3399
H -0.419 0.917 4.853 0.1675
H -4.068 -4.280 5.090 0.2175
H -4.931 -1.027 2.420 0.3848
H -3.893 -7.308 4.672 0.3061
H 0.878 4.399 -10.146 0.3308
H -5.400 4.776 5.636 0.3110
H -0.267 4.126 9.915 0.3289
H 1.824 3.291 -3.035 0.5373
```

Calculated values
Kohn-Sham gap (Eh): 0.265
Charge: +1

This record from the Open Molecules 2025 dataset describes a structure of composition C33H59F4N3O7S5. The level of theory is the ωB97M-V functional and the def2-TZVPD basis.

Structure (XYZ):
```
111
Properties=species:S:1:pos:R:3:mulliken_charge:R:1
S -2.759 5.537 5.884 0.3988
S -6.312 2.446 10.547 0.4826
S 4.164 3.038 -5.314 0.0826
S -3.834 -1.709 -0.443 0.4578
S -1.242 0.833 3.475 0.2523
F 4.443 2.665 1.759 -0.2842
F 3.248 -4.661 0.409 -0.3209
F 4.661 -3.906 -1.035 -0.2979
F 2.584 -4.172 -1.592 -0.2270
O -1.169 0.046 2.210 -0.4692
O -1.715 -4.636 -4.150 -0.3572
O -3.352 4.555 4.938 -0.5718
O -3.884 -2.633 -1.607 -0.5813
O 2.436 3.212 1.197 -0.4984
O 2.271 -1.671 -1.000 0.0347
O -6.179 1.682 9.283 -0.6013
N 4.823 2.939 -3.845 -0.7651
N 5.292 2.369 -1.074 -0.5922
N 2.779 2.312 -5.048 -0.6510
C 4.078 1.982 -1.715 -0.1050
C 1.810 -2.786 -5.876 -1.1693
C 3.053 1.355 -1.041 0.6283
C 1.715 1.243 -3.085 0.2203
C 3.392 -3.784 -0.612 0.8195
C -2.969 -4.911 -3.557 -0.6771
C -1.207 -5.616 -5.023 -0.7932
C 0.318 -2.443 -5.998 0.3822
C -5.387 3.971 10.328 -0.7632
C -2.824 1.664 3.520 -0.8267
C 1.850 0.969 -1.742 -0.6786
C -0.255 2.295 3.206 -0.4127
C 0.270 -5.896 -4.715 -0.4616
C -7.936 3.212 10.534 -0.9085
C -2.748 -0.362 -0.908 -0.2351
C 6.247 0.183 -1.685 -1.0299
C 1.253 -5.277 -5.732 -0.8885
C 3.926 2.308 -3.089 0.9440
C 0.743 0.251 -1.021 -0.1958
C 7.275 1.705 0.068 -1.4621
C 3.103 -2.368 -0.121 -0.5715
C 0.527 0.852 -3.934 -1.3340
C 3.304 2.431 1.149 0.2118
C -1.152 4.903 6.376 -0.9274
C 3.191 1.099 0.447 0.0640
C -0.061 -1.037 -5.548 -1.5647
C 1.114 -1.110 -0.405 -1.1715
C -3.557 5.273 7.471 -1.0337
C -5.354 -0.752 -0.469 -1.0062
C 2.055 -4.101 -5.156 -0.3676
C 2.752 1.941 -3.761 0.6347
C 0.402 -0.681 -4.145 0.1508
C 6.190 1.477 -0.931 1.1924
H 2.202 -2.902 -6.884 0.4277
H 0.724 -5.008 -6.639 0.4780
H -4.599 5.568 7.372 0.3702
H -3.052 -4.326 -2.660 0.1634
H 0.778 1.971 3.095 0.1533
H 5.880 0.280 -2.694 0.2973
H -8.677 2.420 10.613 0.3196
H 4.063 -1.865 -0.079 -0.0009
H 1.198 -1.012 0.673 0.5866
H -0.741 5.532 7.165 0.4082
H 5.698 -0.583 -1.151 0.0203
H -1.141 -0.941 -5.604 0.3261
H -5.703 4.461 9.408 0.1241
H -0.574 2.804 2.297 0.3315
H -0.363 -1.035 -3.464 0.2251
H -3.780 -4.625 -4.222 0.2721
H -1.253 3.874 6.722 0.2950
H 4.089 0.535 0.662 0.1949
H 8.215 1.347 -0.329 0.4533
H -8.076 3.757 9.600 0.3009
H 0.504 -5.499 -3.739 0.2046
H -1.288 -5.280 -6.058 0.3158
H -3.597 0.906 3.637 0.4054
H -3.073 5.890 8.228 0.4480
H 1.348 -1.133 -3.885 0.2679
H 0.323 0.881 -0.242 0.6212
H -5.550 4.626 11.184 0.4327
H 2.395 -1.990 -5.429 0.5941
H -1.769 -6.542 -4.955 0.5880
H -3.066 0.045 -1.869 0.4976
H -0.387 1.279 -3.537 0.2903
H 7.328 2.745 0.345 0.3584
H 0.025 -2.543 -7.037 0.4321
H 7.023 1.097 0.931 0.3032
H -2.764 0.406 -0.136 0.3282
H 2.303 0.644 0.853 0.1117
H -6.177 -1.428 -0.247 0.3493
H -3.498 4.218 7.742 0.3097
H -1.741 -0.762 -0.988 -0.5803
H -3.056 -5.959 -3.276 0.3562
H 2.708 -2.458 0.884 0.4962
H -2.855 2.351 4.365 0.2544
H -8.027 3.885 11.387 0.3393
H -2.978 2.211 2.590 0.2582
H -4.331 3.714 10.265 0.2844
H -0.340 2.961 4.063 0.0689
H 3.112 -4.333 -5.243 0.5266
H -0.274 -3.163 -5.444 -0.3462
H -0.500 4.941 5.506 0.2628
H 0.275 -1.779 -0.579 0.5620
H 0.332 -0.327 -6.271 0.5401
H -5.493 -0.313 -1.457 0.2950
H 0.408 -6.969 -4.704 0.4305
H -5.303 0.026 0.293 0.3757
H 1.829 -3.955 -4.108 -0.0387
H 7.275 -0.151 -1.717 0.4836
H -0.031 0.058 -1.736 -0.4908
H 0.695 1.266 -4.917 0.7737
H 1.957 -6.055 -6.003 0.3885
```

Calculated values
Kohn-Sham gap (Eh): 0.287

Which of these has the highest Kohn-Sham gap?
C33H59F4N3O7S5

Among the records above, which one has the highest Kohn-Sham gap?
C33H59F4N3O7S5